C4H5N3 as an isolated structure. Source: the Open Molecules 2025 dataset; level of theory: ωB97M-V/def2-TZVPD.

Results
* relative energy (zero: lowest compared OMol25 entry of this formula, charge and spin): 178.4 kcal per mole
* E_LUMO: 0.482 eV
* HOMO energy: -9.1 eV

```
! wB97M-V def2-TZVPD RIJCOSX def2/J DEFGRID3
* xyz 0 1
N 0.748 -1.461 -0.829
N 0.976 1.531 -0.463
N -1.505 0.157 -0.261
C -0.210 -0.009 0.412
C 0.127 -1.515 0.311
C 0.234 1.464 0.594
C 1.049 -0.013 -0.402
H -1.891 -0.716 -0.605
H -1.451 0.807 -1.043
H 0.003 -2.387 0.946
H -0.136 2.305 1.175
H 1.989 -0.167 0.143
*
```

=====

A 2-piece molecular cluster, C18H28BClFNO9P overall at a distorted geometry. Source: the Open Molecules 2025 dataset; level of theory: ωB97M-V/def2-TZVPD.

Results
* E_LUMO: 1.025 eV
* HOMO energy: -2.2 eV

```
! wB97M-V def2-TZVPD RIJCOSX def2/J DEFGRID3
* xyz -1 1
Cl -0.283 -4.921 0.725
P -1.562 3.083 0.052
F -1.942 -1.313 -2.779
O 3.806 -5.142 2.706
O 0.197 -0.959 -5.194
O 2.205 -2.010 -4.220
O 1.697 -0.960 2.673
O 4.256 0.181 3.082
O -1.679 2.230 1.331
O 6.291 -4.024 3.446
O -2.994 2.783 -0.843
O -1.489 4.726 0.451
N -0.185 -1.380 -0.990
C -0.897 -2.039 -2.120
C 0.592 -0.119 -1.204
C 3.957 -3.932 2.881
C -5.425 3.355 -0.565
C -0.080 -2.829 -3.236
C 0.415 -2.487 -0.158
C 2.725 -1.704 2.806
C -0.935 -3.344 0.135
C 5.296 -3.278 3.244
C -4.071 2.878 0.159
C -0.812 4.984 2.859
C 5.243 -1.911 3.299
C -0.349 4.986 1.330
C -0.349 1.108 -1.641
C -0.024 2.462 -0.856
C 2.782 -3.062 2.739
C -1.626 -3.263 -1.320
C 4.084 -1.042 3.061
B 0.759 -1.894 -4.270
H 0.593 -3.640 -2.816
H 0.747 2.260 -0.048
H 0.757 -1.916 0.781
H 6.147 -1.360 3.539
H -3.831 3.657 0.959
H -6.115 3.763 0.249
H -1.513 5.853 3.089
H 0.117 5.107 3.512
H -1.455 0.853 -1.509
H 0.011 6.034 1.093
H -0.974 -1.066 -0.384
H -1.303 4.010 3.165
H -5.870 2.446 -1.079
H -5.166 4.178 -1.314
H 1.018 0.168 -0.178
H 2.464 -1.597 -3.367
H 1.485 -0.220 -1.889
H -1.395 -4.282 -1.776
H -0.208 1.289 -2.755
H -4.192 1.879 0.693
H 1.244 -3.083 -0.668
H -1.391 -2.709 0.969
H 1.861 -3.609 2.548
H -2.760 -3.227 -1.376
H 0.059 -0.085 -4.778
H -0.864 -3.380 -3.866
H 0.509 4.261 1.168
H 0.420 3.255 -1.543
*
```

=====

An isolated ion of composition C8H12N and charge +1 at a distorted geometry. Source: the Open Molecules 2025 dataset; level of theory: ωB97M-V/def2-TZVPD.

Results
* relative energy (zero: lowest compared OMol25 entry of this formula, charge and spin): 54.0 kcal per mole
* E_LUMO: -6.010 eV
* HOMO energy: -14.3 eV

```
! wB97M-V def2-TZVPD RIJCOSX def2/J DEFGRID3
* xyz 1 1
N 2.155 1.079 -0.014
C -2.405 -0.137 0.568
C 1.122 -1.079 -0.492
C -0.509 0.969 -0.551
C -0.174 -0.376 -0.224
C -1.968 1.224 -0.148
C -1.284 -1.204 0.364
C 3.478 0.287 0.288
C 2.141 -0.169 -0.121
H 1.058 -2.057 -0.094
H 4.409 0.358 -0.401
H -3.465 -0.515 0.339
H -1.331 -2.020 -0.314
H -1.913 1.949 0.635
H 1.211 -1.181 -1.552
H 3.595 0.195 1.314
H -2.573 1.473 -0.950
H -0.159 1.132 -1.609
H -0.957 -1.529 1.358
H -2.581 -0.058 1.715
H 0.151 1.660 -0.111
*
```

=====

One molecule with the formula C5H10F2O2S at a distorted geometry. Source: the Open Molecules 2025 dataset; level of theory: ωB97M-V/def2-TZVPD.

Results
* relative energy (zero: lowest compared OMol25 entry of this formula, charge and spin): 11.7 kcal per mole
* E_LUMO: 0.702 eV
* HOMO energy: -10.4 eV
* SMILES: CC(C)C(F)(F)S(C)(=O)=O

```
! wB97M-V def2-TZVPD RIJCOSX def2/J DEFGRID3
* xyz 0 1
S -1.508 -0.357 0.114
F 0.091 0.617 -1.817
F 0.150 -1.615 -1.317
O -1.677 -1.674 0.645
O -1.359 0.752 1.003
C 1.212 -0.869 1.451
C 0.029 -0.375 -0.816
C 1.510 -0.118 0.128
C -2.772 0.090 -1.102
C 1.749 1.398 0.266
H 2.814 1.549 0.214
H 2.118 -0.583 -0.634
H 0.198 -1.180 1.342
H -3.826 0.119 -0.960
H -2.556 -0.585 -1.819
H 1.635 1.790 1.253
H 1.941 -1.675 1.612
H 1.334 -0.208 2.358
H 1.216 1.873 -0.464
H -2.299 1.051 -1.455
*
```

=====

A 15-piece molecular cluster, C60H144N6O15 overall at a distorted geometry. Source: the Open Molecules 2025 dataset; level of theory: ωB97M-V/def2-TZVPD.

Results
* relative energy (zero: lowest compared OMol25 entry of this formula, charge and spin): 0.0 kcal per mole
* E_LUMO: 0.054 eV
* HOMO energy: -7.7 eV

```
! wB97M-V def2-TZVPD RIJCOSX def2/J DEFGRID3
* xyz 0 1
O -2.381 -4.934 -5.588
O -6.053 1.926 1.660
O -4.798 -6.082 3.568
O -1.449 5.593 -4.209
O 2.054 5.248 3.223
O -4.236 5.705 2.342
O 4.884 -2.566 4.506
O 3.738 4.302 -4.493
O -4.700 1.528 4.208
O -6.905 -1.216 -1.931
O -0.118 2.908 1.184
O -4.128 1.764 -4.957
O 3.369 4.773 5.702
O 1.464 5.072 0.237
O 1.416 6.071 -4.117
N 3.271 3.457 6.241
N -3.899 -5.616 2.560
N -0.589 2.072 0.123
N -1.812 -3.624 -5.500
N 3.825 2.995 -5.016
N 4.162 -3.076 3.384
C -2.484 -2.721 -6.425
C 2.015 2.029 -3.576
C 2.630 4.562 -0.399
C 5.948 -4.640 2.855
C -2.006 -5.806 4.202
C -1.703 3.917 -1.028
C -0.839 -1.887 -4.123
C 0.867 2.968 5.610
C 1.941 3.170 6.712
C -4.104 -4.192 2.349
C 3.716 0.573 -4.680
C -4.005 -2.653 -6.182
C -1.848 -1.344 -6.311
C -3.176 -3.756 1.226
C 2.789 -2.588 3.417
C 4.686 3.851 -7.093
C 4.443 -4.481 3.141
C -1.005 0.241 1.718
C 2.234 3.492 -6.846
C -1.464 -3.273 -4.120
C 1.959 -3.189 2.273
C -3.415 1.025 4.380
C 2.076 -2.848 4.753
C -5.303 2.389 -4.431
C -2.251 -3.232 -7.856
C 4.090 -5.394 4.313
C 3.840 1.556 -6.999
C 2.733 0.749 6.864
C 4.089 1.189 6.378
C -2.624 -7.673 2.671
C -1.863 2.567 -0.348
C -2.397 1.625 -1.435
C 3.277 0.436 -6.140
C 5.561 2.986 5.587
C 1.434 4.281 7.624
C -0.333 0.674 0.420
C 3.711 2.209 4.097
C -1.692 4.232 -4.571
C -2.957 2.685 0.731
C 2.227 -4.661 1.970
C -1.659 -0.856 -4.874
C 1.543 6.771 -2.888
C -3.922 -3.316 3.611
C -1.729 -4.170 1.389
C 2.844 -1.077 3.205
C -1.566 -5.636 1.773
C 3.464 1.952 -4.073
C -2.699 -3.272 -3.190
C -2.560 -6.155 2.807
C 4.123 2.496 5.568
C 4.396 2.071 -2.873
C -5.547 -4.007 1.879
C -0.434 -4.273 -3.615
C -5.919 -0.238 -1.609
C 1.178 0.478 0.553
C -0.845 -0.174 -0.736
C 3.615 2.985 -6.445
C -2.272 0.161 -1.151
C 2.014 1.886 7.558
C 3.724 -4.791 1.838
H 4.809 1.220 7.199
H -0.772 -5.296 -3.763
H -6.454 0.666 -1.344
H -3.343 -4.108 -3.470
H 3.327 -0.571 4.041
H -5.796 2.567 0.987
H 4.391 -4.995 5.279
H -1.199 -3.501 -7.983
H 0.545 3.454 0.735
H -3.434 1.889 -1.676
H 6.182 2.556 4.804
H -3.552 -4.172 0.276
H 5.733 -2.317 4.125
H 4.403 1.467 3.705
H -3.684 3.467 0.503
H -4.644 -2.496 3.639
H 4.787 0.342 -4.661
H -1.707 -8.060 3.128
H 2.803 4.581 -4.379
H 3.579 -0.556 -6.491
H -5.311 3.461 -4.646
H 0.509 -4.103 -4.135
H 2.656 -2.455 5.592
H 4.223 1.308 -2.113
H -5.682 -3.042 1.395
H -0.619 -0.729 2.049
H 2.170 4.569 8.378
H -1.257 -3.557 2.173
H -2.233 6.108 -4.414
H 1.260 5.191 7.045
H 2.694 1.835 4.042
H 1.859 -3.898 4.952
H 2.158 0.344 6.024
H 1.370 -0.580 0.686
H -5.333 -0.601 -0.754
H -0.291 -4.121 -2.542
H -1.493 4.745 -0.348
H 4.516 0.411 5.727
H -3.228 -2.680 1.028
H 6.569 -4.430 3.732
H 0.476 6.102 -4.363
H -2.461 -2.424 -8.560
H -0.868 -1.339 -6.802
H -2.605 -0.430 -2.004
H 3.429 -0.886 2.301
H 1.509 1.076 1.401
H -5.172 -0.092 -2.399
H -1.139 -3.912 0.505
H 1.679 3.062 -3.420
H -4.895 1.597 3.264
H 1.073 6.207 -2.076
H 1.479 6.031 0.213
H -4.182 1.746 -5.917
H 2.671 2.207 8.378
H -2.385 -3.443 -2.157
H -6.908 1.586 1.376
H 4.124 -4.138 1.049
H 4.814 3.635 -8.159
H 2.610 6.848 -2.658
H -0.791 0.958 2.518
H 1.478 2.847 -6.386
H -1.908 -4.728 4.326
H 0.967 2.036 5.053
H -4.104 -3.887 4.521
H -2.874 -4.096 -8.071
H 2.964 4.754 4.812
H -0.123 2.896 6.079
H -2.096 0.214 1.674
H 3.213 -0.172 -4.056
H -2.532 3.004 1.694
H 1.863 1.574 -2.591
H 5.596 4.078 5.531
H -2.624 1.680 3.974
H -4.536 -3.463 -6.681
H -3.820 5.117 2.983
H -1.709 -5.475 -6.016
H -0.802 3.665 -4.344
H -6.209 1.928 -4.823
H -1.867 1.890 -2.365
H 1.868 -0.611 3.073
H -5.091 5.921 2.728
H 0.809 3.816 4.925
H 4.419 4.913 -7.073
H 2.500 4.404 -1.472
H 0.509 3.965 8.102
H -4.429 -1.680 -6.438
H 5.651 3.715 -6.608
H 2.112 3.461 -7.929
H -1.154 0.109 -4.938
H -5.870 -4.796 1.189
H 0.916 -3.046 2.579
H -2.559 3.778 -4.077
H -0.724 -1.622 -3.072
H -0.889 -1.212 -0.387
H 6.028 2.800 6.558
H 2.088 4.524 -6.525
H -3.440 1.740 0.990
H 1.985 4.880 2.330
H -2.591 4.149 -1.620
H 2.987 3.622 0.029
H -1.987 4.210 -5.629
H -0.184 -0.052 -1.599
H -3.253 0.051 3.894
H 3.490 5.235 -0.301
H 2.092 -2.601 1.364
H 6.185 -5.669 2.584
H -3.442 -8.105 3.238
H -0.542 -5.739 2.140
H 5.448 1.976 -3.169
H -2.928 -0.069 -0.304
H 0.146 -1.933 -4.600
H -2.478 -0.630 -6.851
H 1.134 -2.288 4.788
H -6.457 -2.045 -2.125
H -2.709 -6.137 4.969
H 4.363 3.067 -2.422
H 3.197 1.536 -7.895
H 6.251 -3.965 2.049
H -4.253 -2.807 -5.130
H 1.309 1.555 -4.267
H 4.820 1.363 -7.430
H -1.025 -6.255 4.351
H -1.588 -6.222 0.845
H -5.321 -6.742 3.103
H 4.063 -5.744 1.400
H -6.249 -4.100 2.712
H -5.240 2.242 -3.356
H 1.897 -5.334 2.763
H 2.183 0.402 -6.203
H 1.663 0.858 -0.348
H -3.197 0.907 5.441
H 4.599 -6.359 4.212
H -3.264 -2.345 -3.253
H -2.637 -0.688 -4.413
H 1.712 -4.938 1.047
H 2.848 -0.043 7.608
H 1.042 1.560 7.919
H -2.605 -7.943 1.619
H 3.025 -5.634 4.344
H -2.924 -2.873 3.644
H 3.776 3.161 3.564
H -0.869 3.928 -1.742
H 2.081 6.202 3.096
H 1.199 7.808 -2.935
*
```

=====

A 2-piece molecular cluster, C4H8NO3 overall at a distorted geometry. Source: the Open Molecules 2025 dataset; level of theory: ωB97M-V/def2-TZVPD.

Results
* relative energy (zero: lowest compared OMol25 entry of this formula, charge and spin): 41.2 kcal per mole
* E_LUMO: 3.899 eV
* HOMO energy: -4.3 eV

```
! wB97M-V def2-TZVPD RIJCOSX def2/J DEFGRID3
* xyz -1 1
O 0.056 -2.340 1.879
O 1.133 1.907 -2.387
O -0.893 -1.712 -0.140
N -0.769 0.816 -1.733
C 0.542 1.085 -1.584
C 1.301 0.436 -0.565
C -0.518 -1.640 1.034
C -0.805 -0.236 1.835
H -1.487 1.074 -2.376
H 0.882 0.310 0.485
H -1.561 -0.438 2.608
H 2.433 0.765 -0.581
H 0.159 -0.272 2.409
H -1.156 0.037 -1.128
H 1.527 -0.521 -1.057
H -0.843 0.731 1.298
*
```

=====

One molecule with the formula C6H17N3 at a distorted geometry. Source: the Open Molecules 2025 dataset; level of theory: ωB97M-V/def2-TZVPD.

Results
* relative energy (zero: lowest compared OMol25 entry of this formula, charge and spin): 111.2 kcal per mole
* E_LUMO: 0.936 eV
* HOMO energy: -8.4 eV
* SMILES: CN(C)NNC(C)(C)C

```
! wB97M-V def2-TZVPD RIJCOSX def2/J DEFGRID3
* xyz 0 1
N -0.519 1.734 0.473
N -1.106 0.454 0.620
N -0.669 -0.442 -0.776
C 0.429 -1.349 -0.540
C -0.134 2.005 1.852
C -1.161 2.572 -0.347
C 1.758 -0.514 -0.689
C 0.228 -1.947 0.833
C 0.407 -2.486 -1.649
H 0.183 1.120 2.227
H -0.303 0.377 -1.262
H 1.675 0.391 -1.196
H -2.247 3.051 -0.032
H -1.447 2.087 -1.265
H 0.501 2.849 1.958
H -0.848 -2.357 0.619
H -2.133 0.389 0.626
H 1.913 -0.216 0.349
H 0.653 -2.143 -2.607
H -0.583 3.424 -0.465
H -0.969 2.330 2.453
H 1.128 -3.197 -1.271
H 0.918 -2.738 1.288
H -0.453 -3.113 -1.682
H 2.597 -1.098 -1.142
H 0.181 -1.182 1.624
*
```

=====

A 2-piece molecular cluster, H4O2 overall at a distorted geometry. Source: the Open Molecules 2025 dataset; level of theory: ωB97M-V/def2-TZVPD.

Results
* relative energy (zero: lowest compared OMol25 entry of this formula, charge and spin): 7.6 kcal per mole
* E_LUMO: 0.777 eV
* HOMO energy: -11.9 eV
* SMILES: O.O

```
! wB97M-V def2-TZVPD RIJCOSX def2/J DEFGRID3
* xyz 0 1
O 1.590 -0.186 0.017
O -1.610 -0.090 -0.148
H 1.910 0.579 -0.452
H 0.699 0.064 -0.138
H -0.967 -0.796 0.025
H -1.621 0.428 0.696
*
```

=====

What is the formula in the fifth record?
C60H144N6O15

=====

Which of these has the highest HOMO energy?
C18H28BClFNO9P

=====

What is the E_LUMO in the sixth record?
3.899 eV

=====

Look up the E_LUMO of the fourth one.
0.702 eV